No. 1
Below is 10 unconnected molecules or ions with the total composition C23H62NO9P2S2 at a distorted geometry, with properties calculated with ωB97M-V/def2-TZVPD.

Values from the calculation:
highest occupied orbital energy = -10.76 eV
net charge = +1
max |F| = 5.9 eV Å⁻¹
frontier orbital gap = 5.5 eV

Geometry as XYZ:
```
99
Properties=species:S:1:pos:R:3:forces:R:3
S 7.211 3.645 0.071 -0.51 -0.59 0.24
S 4.071 5.217 -0.721 -0.19 -0.83 0.24
P 6.602 2.017 0.945 0.94 1.00 -0.41
P 3.495 3.336 -0.712 -0.55 2.06 -0.32
O 0.129 0.611 -4.862 0.44 0.24 0.29
O -1.881 2.354 0.185 0.63 0.06 0.41
O -4.984 0.844 -6.355 0.28 0.32 -0.03
O -2.179 -2.668 -8.211 0.00 -0.45 0.18
O -3.707 -3.892 5.204 -0.06 0.37 0.21
O -0.823 -2.009 10.035 0.11 0.39 0.27
O 2.262 -0.632 -0.797 0.59 0.11 0.26
O 2.736 0.974 6.753 0.68 0.85 -0.54
O 6.116 1.715 -2.780 -0.03 0.40 0.52
N 3.417 1.625 4.107 0.31 1.75 -5.08
C 0.334 0.693 -1.349 -0.10 -0.05 -0.23
C 5.601 1.141 -3.972 0.19 0.00 -0.40
C -1.356 -1.255 -4.558 -0.26 -0.13 0.00
C -2.396 -2.551 8.299 -0.15 -0.13 -0.19
C -1.747 -4.829 4.173 0.18 -0.20 -0.03
C 4.756 1.615 3.353 -2.85 1.38 -2.27
C 3.503 2.693 1.086 -0.42 -2.13 3.62
C -3.285 2.300 -0.025 -0.25 0.36 0.13
C 2.332 -0.265 7.318 -0.28 -0.55 0.66
C 2.128 2.128 3.465 2.15 0.84 -3.06
C -3.810 3.679 -0.368 -0.13 0.09 -0.17
C -1.552 -3.075 9.442 -0.32 0.18 -0.06
C 1.392 -0.021 8.480 -0.07 -0.06 0.00
C -5.428 -0.223 -5.530 -0.02 0.27 0.25
C -3.251 -4.657 4.098 0.25 0.20 0.01
C -6.439 0.287 -4.524 -0.24 -0.08 0.10
C 4.884 2.139 1.776 -4.45 -0.77 3.81
C -3.625 -0.901 -8.966 -0.07 0.17 0.09
C 6.734 0.831 -4.929 0.09 -0.15 -0.13
C 2.090 2.708 1.916 4.00 -1.78 2.22
C -2.242 -1.516 -9.040 -0.41 -0.08 -0.17
C -0.703 -0.313 -5.548 0.07 -0.33 0.14
C 0.859 -0.686 -1.006 -0.15 0.41 0.12
H 1.093 3.097 1.393 2.43 -1.01 1.46
H 1.835 -0.850 6.539 0.15 0.21 -0.03
H 2.426 -0.015 -0.063 -0.13 -0.37 -0.36
H 7.288 1.741 -5.181 -0.13 -0.05 -0.07
H -3.596 4.387 0.440 -0.13 -0.08 0.01
H 4.889 1.841 -4.420 -0.09 -0.12 -0.14
H -3.869 -0.624 -7.936 0.11 0.08 -0.22
H -4.561 -0.662 -5.027 -0.07 -0.21 0.07
H 0.383 -1.073 -0.100 -0.19 -0.07 -0.10
H -3.320 4.064 -1.268 -0.10 -0.13 0.08
H -2.961 -3.361 7.828 -0.01 0.13 -0.02
H -1.953 -0.696 -3.830 0.01 0.01 -0.12
H -0.835 -3.818 9.080 0.03 0.18 0.17
H -4.890 3.654 -0.537 0.10 0.08 0.04
H -2.004 -1.972 -5.070 0.09 0.01 0.06
H -3.761 1.913 0.882 -0.17 -0.06 -0.10
H 0.804 0.100 -4.385 -0.36 0.24 -0.31
H -2.847 -3.297 -8.532 0.38 0.34 0.19
H 6.621 0.876 0.031 -0.42 0.54 1.12
H -1.766 -2.073 7.543 0.02 -0.11 0.06
H -1.469 -1.359 10.361 0.36 -0.36 -0.13
H 7.557 1.759 2.032 -1.40 -0.49 -0.55
H 1.095 2.140 4.043 2.77 -0.30 -0.89
H -3.100 -1.791 8.654 -0.03 -0.13 0.01
H 0.662 -1.385 -1.824 0.21 0.02 0.16
H -1.997 -1.808 -10.065 0.07 0.19 -0.07
H -1.718 2.971 0.919 -0.24 -0.27 -0.43
H -6.795 -0.525 -3.883 0.00 0.11 0.01
H -5.999 1.067 -3.894 0.02 -0.12 0.03
H -3.689 -0.010 -9.597 -0.09 -0.07 0.07
H 5.063 0.225 -3.706 0.07 0.17 0.15
H 0.824 1.078 -2.249 -0.13 -0.11 0.03
H 0.509 0.536 8.150 0.07 -0.17 -0.01
H 5.685 1.208 3.957 -2.24 0.92 -1.32
H -3.265 -3.027 5.164 -0.27 -0.47 0.04
H 2.097 3.364 -1.166 1.07 -0.88 0.76
H -4.386 -1.619 -9.292 0.07 0.06 -0.13
H -0.599 -1.807 -3.991 -0.02 -0.07 -0.12
H -3.749 -5.631 4.128 -0.04 0.24 0.12
H 0.548 1.401 -0.542 -0.19 -0.10 0.06
H -3.481 1.601 -0.843 0.23 0.03 0.14
H -1.380 -5.421 3.330 0.05 0.08 0.08
H -1.462 0.252 -6.096 0.20 0.07 0.10
H -1.246 -3.856 4.166 -0.03 -0.03 -0.12
H -4.579 1.513 -5.777 -0.23 -0.32 -0.35
H 3.224 -0.810 7.643 -0.11 -0.11 -0.03
H -3.542 -4.148 3.175 0.03 -0.17 -0.14
H -7.297 0.736 -5.035 0.12 -0.14 0.03
H 4.201 2.501 -1.649 -0.26 -0.22 0.96
H 3.399 1.255 5.100 -0.44 0.39 -0.57
H 6.584 2.531 -3.026 -0.15 -0.36 0.25
H -5.878 -0.987 -6.172 0.15 0.20 -0.06
H 6.353 0.383 -5.851 0.09 0.07 0.06
H -1.488 -0.804 -8.693 -0.01 -0.23 0.05
H 1.879 0.583 9.253 0.03 -0.14 0.00
H 3.184 1.482 7.450 -0.28 -0.16 -0.31
H 1.067 -0.966 8.924 -0.02 0.19 0.01
H -0.093 -0.864 -6.270 -0.21 -0.09 -0.10
H -0.746 0.668 -1.518 0.18 0.17 0.06
H -1.463 -5.327 5.106 -0.10 -0.01 -0.15
H -2.176 -3.543 10.209 -0.02 -0.17 -0.14
H 7.448 0.140 -4.469 -0.17 0.03 -0.05
```
Forces are in eV/Å.

These are the Löwdin partial charges, in e, on atoms 1 to 6: 0.138, 0.121, 0.303, 0.326, -0.097, -0.115

***

No. 2
Below is 2 unconnected molecules or ions with the total composition C9H11O3 at a distorted geometry, with properties calculated with ωB97M-V/def2-TZVPD.

Values from the calculation:
energy relative to the best compared isomer or geometry (same formula, charge and spin) = 3.223 eV
highest occupied orbital energy = -2.97 eV
net charge = -1
max |F| = 4.4 eV Å⁻¹
frontier orbital gap = 6.5 eV

Geometry as XYZ:
```
23
Properties=species:S:1:pos:R:3:forces:R:3
O 0.031 -2.587 0.542 1.07 0.89 2.07
O 1.324 -4.305 1.394 -2.70 3.13 0.36
O 1.818 1.437 1.533 0.61 0.05 0.46
C -0.933 0.587 -0.645 3.16 -0.97 -0.57
C 0.036 0.372 0.373 -1.09 1.09 0.68
C 0.679 -2.533 2.866 1.88 -0.26 1.08
C -1.449 1.129 -3.014 -1.60 0.42 -2.23
C 0.098 2.502 -1.513 0.08 -0.60 1.03
C 0.663 -3.240 1.573 1.99 -3.11 -2.43
C -0.668 1.368 -1.778 -1.09 -0.71 1.41
C 0.982 1.433 0.622 -1.25 1.60 -1.28
C 0.716 2.644 -0.308 0.66 -3.30 0.69
H -2.295 0.332 -2.952 1.63 1.21 0.22
H -1.989 2.112 -3.208 0.40 -1.08 -0.49
H -1.738 -0.052 -0.741 -1.54 -1.70 -0.08
H 0.074 -2.993 3.671 0.35 0.23 -0.60
H 1.786 -2.506 3.148 -1.56 -0.15 0.03
H 0.134 3.353 -2.133 -0.11 0.79 -1.17
H 0.415 -1.529 2.661 -0.50 1.07 0.58
H -0.061 -0.399 1.226 -0.33 2.20 -0.92
H -0.835 0.863 -3.982 -0.94 0.51 1.86
H 1.152 3.568 -0.144 1.21 1.51 0.83
H 0.061 -1.556 0.810 -0.33 -2.83 -1.54
```
Forces are in eV/Å.

These are the Löwdin partial charges, in e, on atoms 1 to 6: 0.020, 0.003, -0.094, -0.077, -0.051, -0.008

***

No. 3
Below is a molecular structure, C34H66BHfN12OSe at a distorted geometry, with properties calculated with ωB97M-V/def2-TZVPD.

Values from the calculation:
highest occupied orbital energy = -2.78 eV
net charge = -1
max |F| = 4.4 eV Å⁻¹
frontier orbital gap = 4.8 eV

Geometry as XYZ:
```
116
Properties=species:S:1:pos:R:3:forces:R:3
Hf 0.400 1.081 -0.717 -2.36 3.15 -0.92
Se -2.413 4.369 1.951 0.73 -0.25 -0.16
O 0.424 3.148 -0.044 0.55 -2.03 0.60
N 1.028 -2.685 1.558 -1.35 1.40 0.41
N -1.832 1.873 -0.472 -0.20 -1.17 -0.02
N 1.505 1.308 -2.177 -0.90 -0.42 1.67
N -4.030 2.471 -1.190 0.04 -2.91 0.73
N 1.488 0.288 0.936 2.49 -1.81 1.13
N -3.429 0.283 -0.144 -0.46 -0.73 -0.46
N -4.507 -1.647 0.554 -0.05 -0.28 0.56
N -0.419 -1.919 -0.506 -1.94 -1.60 -3.05
N 1.768 -0.752 -0.134 2.07 2.15 2.25
N -0.015 -2.282 2.458 0.70 -0.49 -2.51
N -5.742 0.296 0.140 1.27 0.18 1.21
N -0.606 -0.951 -1.536 0.79 -0.48 -0.77
C 1.106 4.246 -0.583 -0.86 0.09 -0.50
C 2.305 2.811 2.946 1.45 2.29 -2.05
C 2.335 1.935 -3.067 0.63 -0.23 -1.63
C -4.632 -0.331 0.239 -0.19 1.25 -1.26
C 2.073 0.564 3.719 1.07 -0.02 -1.12
C 3.116 -0.645 -0.389 0.76 1.09 1.10
C -0.998 -3.931 5.635 0.20 -0.15 1.41
C 2.861 0.920 -4.122 1.57 0.45 0.14
C -0.685 -1.415 5.324 -0.79 -0.92 1.37
C -1.236 -4.236 -0.007 -2.09 -0.21 -0.58
C -1.880 -2.714 -2.144 3.37 -0.36 2.84
C -5.177 1.868 -1.863 -1.06 -1.25 1.55
C -1.555 -1.022 -4.003 -0.53 0.19 1.84
C 1.507 3.032 -3.809 1.67 0.95 -1.43
C -0.802 -1.913 -4.965 0.17 -0.51 -0.17
C 0.916 5.565 0.247 2.21 1.10 -1.49
C -3.041 -1.193 -4.384 -0.64 2.76 1.68
C -0.934 -2.786 4.691 -0.34 2.04 -1.56
C -1.154 0.413 -4.074 1.59 1.48 -0.81
C 3.222 -4.000 1.719 -0.85 -0.80 -1.05
C -1.322 -1.486 -2.556 -0.50 -0.76 1.55
C 4.444 1.230 3.129 -2.20 0.54 0.86
C 3.627 2.493 -2.383 -0.87 0.23 0.45
C 2.923 1.430 2.689 0.02 -0.50 1.63
C -3.685 3.853 -1.370 0.21 -0.13 -0.72
C 1.832 -3.582 2.161 -0.44 0.32 4.00
C -2.318 -2.625 4.031 -0.42 -1.11 -1.81
C 1.280 -3.787 3.519 0.84 -0.37 -1.93
C -1.155 -3.053 -0.930 -0.90 1.70 -0.62
C -3.105 1.618 -0.599 -0.50 -0.21 -0.14
C 2.718 0.789 1.348 -1.66 -1.28 -2.33
C 0.095 -2.986 3.556 1.44 -0.66 0.64
C 3.702 0.348 0.423 0.16 -0.84 0.64
C 3.870 -1.498 -1.333 1.49 -1.11 -1.88
B 1.062 -2.096 0.000 -0.14 -1.25 1.97
H -2.782 3.793 -1.991 0.04 1.05 -0.11
H 3.480 -5.017 2.071 -0.35 0.44 -0.18
H 4.118 3.109 -3.097 0.52 0.99 -0.68
H -0.510 -0.761 4.515 0.25 1.14 -0.59
H 3.926 1.197 -4.377 -0.91 -0.50 0.05
H 0.207 -2.099 -4.657 0.79 0.11 0.17
H -3.306 -2.193 -4.607 -0.29 -0.93 -0.47
H -5.306 -2.240 0.350 0.67 0.21 0.22
H -6.010 2.561 -1.917 0.21 0.33 -0.54
H -2.626 -0.355 0.031 -0.47 1.44 -0.48
H 1.902 3.223 -4.846 -0.17 -0.21 0.71
H 4.644 0.187 2.880 0.50 0.09 0.35
H -1.652 2.843 -0.339 0.33 1.18 -0.21
H -5.574 1.159 -1.033 0.06 1.34 -1.71
H -0.071 0.636 -3.684 -2.00 -0.59 -0.61
H 4.060 -3.370 2.003 -0.29 0.50 0.29
H -2.430 -3.538 3.329 -0.54 1.18 1.30
H 4.968 -1.276 -1.402 -0.95 0.53 0.53
H -3.079 -2.492 4.800 -0.15 -0.73 0.05
H 0.132 -1.437 6.029 0.57 0.13 0.10
H -0.785 -1.522 -5.991 -0.16 0.07 0.30
H -2.519 -1.751 3.372 0.98 -0.35 0.35
H 3.931 -2.587 -1.067 -0.76 0.92 -0.18
H -5.113 1.152 -2.718 0.87 1.21 -0.06
H -0.317 -4.547 0.424 0.79 0.37 0.85
H -6.513 -0.041 0.633 -1.27 -1.20 0.70
H 2.319 0.954 -5.041 -0.63 -0.10 -0.67
H 3.329 3.097 -1.509 0.54 -0.44 -0.46
H 0.035 5.540 0.819 -1.06 -0.24 0.90
H 3.191 -4.004 0.619 0.34 -0.24 0.21
H -2.456 -3.326 -2.781 -0.56 -0.81 -0.19
H -2.063 -4.023 0.712 1.10 -0.01 0.18
H 2.330 -0.499 3.761 -0.09 0.01 -0.35
H -1.036 -4.800 5.021 0.02 -1.14 -0.19
H 1.289 2.848 2.564 -0.21 -0.03 0.04
H -1.611 -5.162 -0.452 0.00 0.28 -0.77
H 1.043 0.717 3.449 -0.47 -0.22 0.22
H -3.572 -2.004 0.576 0.01 -0.67 -0.05
H -4.519 4.404 -1.837 0.44 -0.52 -0.13
H 5.155 1.913 2.669 -0.02 0.01 -0.07
H 1.772 -2.943 -0.542 -0.75 0.48 -0.31
H -1.294 -2.886 -4.973 0.07 -0.13 -0.18
H -1.128 3.893 1.294 -0.95 0.30 0.58
H -3.218 -0.475 -5.211 -0.16 -0.76 0.11
H 2.311 3.134 3.989 0.07 -0.50 0.00
H 4.388 1.399 4.251 0.60 -0.30 -1.33
H 2.180 3.940 -0.764 -1.19 1.07 0.17
H 0.534 4.361 -1.530 1.08 0.64 -0.06
H -0.120 -3.986 6.319 -0.46 -0.01 -0.50
H -1.861 1.080 -3.515 0.53 -0.48 -0.59
H -1.582 -1.093 5.903 0.49 -0.11 -0.43
H 2.847 3.680 2.376 -0.77 -1.60 0.79
H 0.841 6.529 -0.371 -0.02 -1.51 0.19
H 4.769 0.662 0.517 -1.11 -0.62 -0.50
H 2.830 -0.093 -3.717 0.05 0.11 -0.05
H 1.803 5.820 0.868 -0.54 -0.57 0.08
H 2.324 0.987 4.669 -0.25 0.23 0.76
H 4.407 1.764 -2.105 -0.75 -0.26 0.06
H -3.510 4.311 -0.407 0.51 0.17 0.33
H -3.715 -0.832 -3.527 0.88 -0.47 -1.12
H -1.918 -3.921 6.258 0.56 0.18 -0.33
H 3.566 -1.390 -2.424 -0.20 -0.28 1.51
H 1.633 3.967 -3.308 0.21 0.76 0.50
H 1.730 -4.461 4.296 -0.65 0.82 -0.94
H -1.164 0.598 -5.179 -0.05 0.75 0.84
H 0.431 2.966 -3.920 -0.15 -1.00 0.29
```
Forces are in eV/Å.

These are the Löwdin partial charges, in e, on atoms 1 to 6: 1.520, -0.141, -0.476, 0.013, 0.004, -0.225

***

No. 4
Below is 4 unconnected molecules or ions with the total composition C6H14O3 at a distorted geometry, with properties calculated with ωB97M-V/def2-TZVPD.

Values from the calculation:
energy relative to the best compared isomer or geometry (same formula, charge and spin) = 0.000 eV
spin multiplicity = 2
highest occupied orbital energy (alpha / beta) = -14.40 / -14.38 eV
net charge = +1
max |F| = 4.7 eV Å⁻¹
frontier orbital gap (alpha / beta) = 9.4 / 5.7 eV

Geometry as XYZ:
```
23
Properties=species:S:1:pos:R:3:forces:R:3
O -2.394 1.810 -0.201 -0.62 -2.18 0.24
O 0.820 -0.577 2.601 -0.78 0.89 -0.95
O -1.521 1.197 2.271 -0.21 -0.08 -0.22
C 0.881 1.010 -0.203 -0.80 3.45 3.15
C 1.950 -0.482 -1.822 -1.06 1.56 0.27
C -0.413 -0.879 -1.155 0.83 0.81 -0.68
C -1.216 -1.200 -0.138 -1.44 -1.28 -0.31
C 0.791 -0.047 -1.013 0.15 -3.17 -1.99
C 2.346 -1.745 -1.905 0.25 -1.22 0.28
H -1.908 1.467 1.410 0.00 -0.04 0.33
H 0.018 1.352 0.496 1.53 -0.89 -1.30
H 1.784 1.652 -0.103 -0.61 -0.67 -0.39
H -2.056 1.099 -0.775 -0.36 0.51 0.13
H -1.975 2.592 -0.467 0.78 1.93 -0.78
H -2.085 -1.873 -0.241 0.54 0.39 -0.37
H 3.223 -2.017 -2.481 -0.07 0.05 -0.03
H 0.046 0.060 2.588 1.04 -0.76 0.10
H -0.601 -1.229 -2.169 0.05 -0.21 0.27
H 1.267 -0.459 1.737 -0.27 -0.12 0.92
H -1.067 -0.917 0.859 0.52 0.69 1.33
H -2.288 1.139 2.854 0.22 -0.01 0.17
H 2.473 0.306 -2.348 0.33 0.05 0.09
H 1.895 -2.546 -1.311 -0.03 0.28 -0.26
```
Forces are in eV/Å.

These are the Löwdin partial charges, in e, on atoms 1 to 6: -0.004, -0.072, -0.076, 0.196, -0.080, -0.071